[1]
DFT (wB97M-V/def2-TZVPD) results for C3H5NO2 in the gas phase.

Structure (XYZ):
```
11
C3H5NO2 (wB97M-V/def2-TZVPD)
C -1.586 0.809 0.035
C 0.199 -1.308 -0.234
O -0.077 -2.432 -0.463
C 0.616 -0.071 -0.016
O -0.197 1.027 0.161
N 1.987 0.173 0.140
H -1.857 -0.248 0.170
H -2.079 1.390 0.819
H -1.946 1.144 -0.945
H 2.398 -0.160 1.001
H 2.565 -0.026 -0.663
```

Properties
E_HOMO: -8.0 eV
gap between HOMO and LUMO: 0.3242 Eh
multiplicity: 1
ΔE to the lowest compared entry with this formula, charge and spin: 64.97 kcal/mol
electronic energy: -322.47080 a.u.


[2]
DFT (wB97M-V/def2-TZVPD) results for 20 unconnected molecules or ions with the total composition C6H52NO24S at a distorted geometry.

Structure (XYZ):
```
84
C6H52NO24S (wB97M-V/def2-TZVPD)
C 25.859 37.655 39.859
O 26.161 37.251 41.176
C 25.339 36.159 41.712
C 25.823 36.113 43.084
N 25.168 35.016 43.743
H 24.222 35.345 43.889
H 25.022 34.269 43.119
C 25.625 34.496 45.049
C 27.031 33.791 45.003
O 27.235 33.219 46.328
C 28.380 32.496 46.416
H 24.752 37.815 39.984
H 25.929 37.216 39.053
H 26.230 38.510 39.628
H 25.571 35.413 41.115
H 24.407 36.542 41.594
H 25.678 36.981 43.671
H 27.028 35.902 43.023
H 24.686 33.784 45.321
H 25.448 35.483 45.603
H 27.902 34.340 44.642
H 26.914 32.916 44.274
H 28.590 31.777 45.590
H 28.441 32.049 47.350
H 29.216 33.245 46.225
S 21.623 36.234 42.878
O 21.561 37.701 42.886
O 22.698 35.882 43.789
O 20.295 35.762 43.315
O 21.765 35.715 41.563
O 27.407 34.596 38.710
H 28.016 34.540 38.005
H 26.555 34.471 38.412
O 22.387 34.057 45.806
H 22.742 34.487 45.076
H 23.289 34.071 46.428
O 30.929 34.543 45.111
H 31.698 34.164 44.650
H 30.845 33.984 45.879
O 23.355 34.245 40.189
H 22.804 34.894 40.571
H 23.464 33.567 40.965
O 25.195 32.670 42.196
H 24.608 31.857 42.494
H 25.442 32.294 41.351
O 27.494 30.614 49.395
H 26.753 30.836 48.925
H 27.352 30.400 50.291
O 28.382 31.105 42.782
H 27.632 30.566 42.412
H 29.092 30.539 43.146
O 27.132 39.125 45.924
H 27.665 38.346 45.553
H 26.544 39.208 45.131
O 29.594 32.692 49.879
H 28.941 32.112 49.630
H 29.166 33.510 50.249
O 24.402 33.641 47.902
H 25.173 33.837 48.333
H 24.067 32.782 48.143
O 23.160 39.496 41.992
H 22.641 38.843 42.460
H 22.904 39.307 41.068
O 23.169 37.360 45.918
H 22.963 36.824 45.179
H 22.447 38.014 45.777
O 27.879 28.984 47.127
H 28.126 29.333 47.888
H 28.586 28.456 46.839
O 26.932 34.025 48.828
H 27.232 34.923 48.412
H 26.836 33.625 47.977
O 27.716 40.827 38.130
H 27.142 40.338 37.591
H 28.132 40.028 38.765
O 29.227 39.210 39.482
H 28.855 39.338 40.233
H 29.939 39.822 39.678
O 24.784 34.875 37.890
H 24.328 34.501 38.625
H 23.822 35.003 37.404
O 25.588 39.608 43.410
H 24.742 39.534 43.284
H 25.927 39.196 42.612
```

Properties
E_HOMO: -4.4 eV
net charge: -1
gap between HOMO and LUMO: 0.2023 Eh
multiplicity: 1
ΔE to the lowest compared entry with this formula, charge and spin: 0.00 kcal/mol
electronic energy: -2518.27154 a.u.


[3]
DFT (wB97M-V/def2-TZVPD) results for 2 unconnected molecules or ions with the total composition C3H4FNO3 at a distorted geometry.

Structure (XYZ):
```
12
C3H4FNO3 (wB97M-V/def2-TZVPD)
C -1.636 0.091 -0.184
C -1.050 0.131 0.979
C 1.192 -0.326 -0.162
N -2.208 -0.285 -1.168
O 0.936 -1.306 -0.855
O 1.420 0.864 -0.716
O 1.745 -0.467 1.051
F -0.375 1.152 1.483
H -1.289 -0.616 1.682
H -1.684 -0.625 -2.029
H 0.830 1.062 -1.507
H 2.119 0.326 1.426
```

Properties
E_HOMO: -9.0 eV
gap between HOMO and LUMO: 0.3421 Eh
multiplicity: 1
ΔE to the lowest compared entry with this formula, charge and spin: 71.65 kcal/mol
electronic energy: -496.98067 a.u.


[4]
DFT (wB97M-V/def2-TZVPD) results for 2 unconnected molecules or ions with the total composition C2H8N3O2 at a distorted geometry.

Structure (XYZ):
```
15
C2H8N3O2 (wB97M-V/def2-TZVPD)
C 0.005 -0.213 -0.161
C 0.090 1.924 0.916
N 0.337 -0.267 -1.420
N -0.126 0.466 0.904
N -0.725 -2.228 -0.090
O -0.477 -0.114 2.065
O -0.300 -2.807 -1.210
H 0.895 2.229 1.636
H 0.646 2.101 -0.071
H -0.703 2.574 0.850
H 0.793 0.444 -1.952
H 0.490 -1.193 -1.784
H -0.025 -2.394 0.610
H -1.099 0.471 2.460
H -0.892 -2.571 -2.061
```

Properties
E_HOMO (spin up / spin down): -14.2 / -14.2 eV
net charge: +1
gap between HOMO and LUMO (spin up / spin down): 0.3550 / 0.3551 Eh
multiplicity: 1
ΔE to the lowest compared entry with this formula, charge and spin: 179.82 kcal/mol
electronic energy: -395.27077 a.u.


[5]
DFT (wB97M-V/def2-TZVPD) results for 2 unconnected molecules or ions with the total composition CH6O at a distorted geometry.

Structure (XYZ):
```
8
CH6O (wB97M-V/def2-TZVPD)
C -1.271 0.283 -0.297
H -2.397 0.346 -0.272
H -0.894 1.069 0.384
H -0.914 0.430 -1.221
H -1.048 -0.753 0.118
H 2.709 -0.536 -0.140
H 1.575 -0.074 0.782
O 2.240 -0.764 0.646
```

Properties
E_HOMO: -11.6 eV
gap between HOMO and LUMO: 0.4584 Eh
multiplicity: 1
ΔE to the lowest compared entry with this formula, charge and spin: 4.94 kcal/mol
electronic energy: -116.91652 a.u.


[6]
DFT (wB97M-V/def2-TZVPD) results for C4H3N3 in the gas phase at a distorted geometry.

Structure (XYZ):
```
10
C4H3N3 (wB97M-V/def2-TZVPD)
C 1.239 1.773 0.360
C 0.450 -0.773 0.012
C -0.894 -1.390 0.008
C 0.086 0.552 0.168
N 2.255 2.265 0.566
N -1.861 -0.540 0.047
N -1.398 0.736 0.211
H 1.484 -1.172 -0.190
H -1.051 -2.396 -0.332
H -0.309 0.947 -0.850
```

Properties
E_HOMO: -10.6 eV
gap between HOMO and LUMO: 0.3722 Eh
multiplicity: 1
ΔE to the lowest compared entry with this formula, charge and spin: 103.80 kcal/mol
electronic energy: -318.31932 a.u.


[7]
DFT (wB97M-V/def2-TZVPD) results for a molecular structure, C5H14N2O at a distorted geometry.

Structure (XYZ):
```
22
C5H14N2O (wB97M-V/def2-TZVPD)
C 1.512 -0.424 0.246
N 1.098 0.775 -0.562
C 0.914 1.767 0.433
N -0.639 2.751 0.210
C 0.948 -1.693 -0.416
C -0.454 -2.030 0.117
C -1.434 -0.871 0.123
O -1.620 -0.374 -1.202
H 1.117 -0.458 1.264
H 2.600 -0.422 0.334
H 0.157 0.621 -0.944
H 0.509 1.578 1.415
H 1.445 2.700 0.287
H -1.350 3.413 0.473
H -0.553 2.828 -0.798
H 0.933 -1.567 -1.501
H 1.625 -2.538 -0.254
H -0.381 -2.427 1.133
H -0.869 -2.823 -0.509
H -2.394 -1.198 0.537
H -1.038 -0.056 0.741
H -2.123 0.446 -1.128
```

Properties
E_HOMO: -8.4 eV
gap between HOMO and LUMO: 0.3446 Eh
multiplicity: 1
ΔE to the lowest compared entry with this formula, charge and spin: 107.25 kcal/mol
electronic energy: -383.52979 a.u.


[8]
DFT (wB97M-V/def2-TZVPD) results for a molecular structure, C44H70BGeKN3O5S2Si3.

Structure (XYZ):
```
130
C44H70BGeKN3O5S2Si3 (wB97M-V/def2-TZVPD)
K 0.254 0.320 -0.256
O -3.154 0.329 -3.267
C -2.455 0.916 -2.429
O -1.249 0.734 -2.129
C -3.161 2.027 -1.625
C -4.374 2.532 -2.085
C -5.034 3.554 -1.416
C -4.495 4.089 -0.256
C -3.307 3.556 0.207
C -2.630 2.544 -0.451
N -2.719 4.112 1.435
O -1.809 3.504 1.951
O -3.100 5.211 1.799
H -4.776 2.090 -2.989
H -5.969 3.942 -1.802
H -4.966 4.897 0.284
H -1.696 2.202 -0.029
C 1.412 -2.694 -2.226
O 2.337 -3.580 -1.611
C 2.901 -3.245 -0.421
S 4.006 -4.377 0.146
S 2.517 -1.766 0.304
H 1.127 -3.181 -3.157
H 1.867 -1.724 -2.431
H 0.531 -2.549 -1.597
C -1.562 2.199 6.462
C -1.723 1.514 5.105
C -0.619 1.966 4.145
C -3.081 1.752 4.479
C -3.712 2.987 4.572
C -4.929 3.215 3.952
C -5.541 2.205 3.231
C -4.941 0.956 3.103
C -5.593 -0.124 2.257
C -7.033 -0.400 2.686
C -5.525 0.234 0.771
C -3.709 0.750 3.732
N -3.074 -0.520 3.582
B -2.073 -0.935 2.657
N -1.953 -2.344 2.817
C -2.819 -2.730 3.839
C -3.492 -1.653 4.289
C -1.104 -3.271 2.128
C -1.480 -3.701 0.852
C -0.643 -4.600 0.198
C 0.526 -5.055 0.785
C 0.879 -4.606 2.044
C 0.077 -3.703 2.734
C 0.543 -3.171 4.077
C 0.640 -4.296 5.110
C 1.878 -2.437 3.931
C -2.702 -3.187 0.114
C -4.027 -3.325 0.869
C -2.488 -1.753 -0.364
H -0.611 1.906 6.910
H -2.366 1.925 7.149
H -1.550 3.286 6.365
H -1.617 0.438 5.262
H -0.681 3.042 3.967
H -0.710 1.474 3.175
H 0.367 1.737 4.554
H -3.233 3.795 5.110
H -5.386 4.196 4.006
H -6.485 2.398 2.733
H -5.032 -1.046 2.398
H -7.673 0.472 2.531
H -7.087 -0.672 3.743
H -7.448 -1.223 2.099
H -6.081 1.152 0.566
H -5.953 -0.566 0.162
H -4.497 0.393 0.447
H -2.893 -3.758 4.155
H -4.254 -1.591 5.049
H -0.904 -4.925 -0.803
H 1.199 -5.705 0.241
H 1.829 -4.912 2.460
H -0.194 -2.452 4.439
H 1.371 -5.046 4.800
H -0.322 -4.799 5.238
H 0.954 -3.899 6.079
H 2.660 -3.098 3.551
H 2.197 -2.037 4.897
H 1.798 -1.617 3.219
H -2.789 -3.811 -0.780
H -4.108 -2.609 1.686
H -4.147 -4.328 1.285
H -4.855 -3.139 0.180
H -2.488 -1.058 0.483
H -3.273 -1.436 -1.055
H -1.547 -1.645 -0.903
C 4.712 3.987 -1.942
Si 3.716 2.687 -0.975
C 4.942 1.931 0.249
C 3.335 1.338 -2.246
Ge 1.694 3.386 0.072
Si 0.986 5.033 -1.481
C -0.700 5.761 -1.009
C 2.077 6.561 -1.777
C 0.742 4.244 -3.183
Si 2.485 4.693 1.880
C 1.074 5.710 2.634
C 3.156 3.605 3.282
C 3.894 5.930 1.564
H 5.642 3.548 -2.318
H 4.962 4.852 -1.321
H 4.139 4.349 -2.802
H 5.798 1.503 -0.282
H 4.478 1.129 0.829
H 5.316 2.688 0.945
H 4.239 1.033 -2.785
H 2.597 1.685 -2.976
H 2.946 0.440 -1.756
H -0.772 5.988 0.059
H -1.490 5.047 -1.253
H -0.901 6.681 -1.567
H 2.174 7.153 -0.862
H 1.623 7.201 -2.542
H 3.084 6.289 -2.103
H 0.175 3.313 -3.094
H 1.702 4.005 -3.650
H 0.198 4.915 -3.857
H 0.171 5.105 2.754
H 0.814 6.557 1.992
H 1.362 6.105 3.614
H 2.538 2.718 3.430
H 3.191 4.163 4.224
H 4.169 3.260 3.054
H 3.619 6.680 0.819
H 4.773 5.399 1.186
H 4.182 6.449 2.485
```

Properties
E_HOMO (spin up / spin down): -1.8 / -1.8 eV
net charge: -2
gap between HOMO and LUMO (spin up / spin down): 0.2001 / 0.1837 Eh
multiplicity: 2
ΔE to the lowest compared entry with this formula, charge and spin: 0.21 kcal/mol
electronic energy: -6625.81895 a.u.


[9]
DFT (wB97M-V/def2-TZVPD) results for a molecular structure, C35H38CoN10O2 at a distorted geometry.

Structure (XYZ):
```
86
C35H38CoN10O2 (wB97M-V/def2-TZVPD)
Co -0.393 -0.158 0.490
C 3.695 -0.289 2.496
O 3.802 0.030 1.101
C 2.578 0.169 0.647
N 1.606 0.061 1.485
C 2.191 -0.073 2.815
C 1.564 -1.120 3.701
C 2.306 -1.658 4.751
C 1.733 -2.589 5.597
C 0.405 -2.961 5.436
C -0.347 -2.406 4.406
C 0.232 -1.491 3.548
C 2.296 0.481 -0.754
C 3.244 0.821 -1.718
C 2.795 1.143 -2.995
C 1.433 1.135 -3.267
C 0.560 0.801 -2.233
N 0.990 0.478 -1.017
C -0.894 0.755 -2.347
N -1.616 0.324 -1.368
C -2.997 0.266 -1.859
C -2.899 0.993 -3.232
O -1.493 1.129 -3.449
C -4.068 0.893 -1.008
C -3.806 1.993 -0.193
C -4.836 2.615 0.488
C -6.141 2.160 0.344
C -6.406 1.055 -0.459
C -5.376 0.422 -1.129
H 4.366 0.360 3.059
H 4.004 -1.332 2.623
H 2.046 0.897 3.322
H 3.324 -1.340 4.911
H 2.325 -3.029 6.384
H -0.048 -3.665 6.116
H -1.385 -2.677 4.295
H -0.352 -1.034 2.746
H 4.295 0.850 -1.465
H 3.500 1.409 -3.768
H 1.048 1.379 -4.245
H -3.234 -0.798 -2.004
H -3.338 1.996 -3.206
H -3.336 0.435 -4.060
H -2.792 2.363 -0.128
H -4.630 3.476 1.106
H -6.952 2.676 0.833
H -7.420 0.709 -0.579
H -5.588 -0.417 -1.773
N 1.224 -4.102 -0.546
C 1.489 -2.790 -0.474
N 0.419 -2.156 -0.034
C -0.495 -3.152 0.151
N -0.016 -4.336 -0.157
C -1.836 -2.854 0.588
C -2.829 -3.848 0.648
N -4.046 -3.539 1.005
C -4.340 -2.296 1.312
C -3.366 -1.295 1.232
N -2.123 -1.580 0.874
H 1.816 -4.863 -0.862
H 2.425 -2.344 -0.742
H -2.598 -4.872 0.388
H -5.356 -2.082 1.609
H -3.614 -0.267 1.446
C -2.214 5.628 2.124
C -1.050 4.872 2.770
N -1.280 3.435 2.741
C -2.105 2.933 3.830
C -1.267 2.443 5.011
C -0.808 2.648 1.773
C 0.051 3.259 0.711
N -1.062 1.365 1.689
H -2.003 6.694 2.143
H -3.134 5.456 2.675
H -2.358 5.321 1.090
H -0.957 5.175 3.815
H -0.118 5.120 2.266
H -2.769 2.141 3.474
H -2.733 3.757 4.168
H -0.711 1.535 4.782
H -1.929 2.245 5.849
H -0.565 3.214 5.318
H 0.998 3.608 1.124
H -0.443 4.102 0.231
H 0.269 2.510 -0.043
H -1.660 1.030 2.444
```

Properties
E_HOMO (spin up / spin down): -16.3 / -16.3 eV
net charge: +3
gap between HOMO and LUMO (spin up / spin down): 0.2865 / 0.1405 Eh
multiplicity: 5
ΔE to the lowest compared entry with this formula, charge and spin: 12.17 kcal/mol
electronic energy: -3436.48394 a.u.


[10]
DFT (wB97M-V/def2-TZVPD) results for a molecular structure, C20H30BClNO5Ti at a distorted geometry.

Structure (XYZ):
```
59
C20H30BClNO5Ti (wB97M-V/def2-TZVPD)
Ti -0.660 0.361 -1.161
O -2.662 1.619 -1.829
C -3.696 0.639 -1.763
C -3.119 -0.692 -2.156
C -3.697 -1.492 -3.113
C -3.167 -2.753 -3.367
C -2.081 -3.165 -2.612
C -1.529 -2.302 -1.689
N -1.996 -1.050 -1.481
H -2.835 2.308 -1.178
H -4.514 0.911 -2.434
H -4.077 0.560 -0.741
H -4.562 -1.135 -3.655
H -3.602 -3.399 -4.116
H -1.661 -4.153 -2.737
H -0.683 -2.582 -1.077
C 4.610 0.153 -0.662
C 3.448 -0.810 -0.472
C 3.828 -2.184 -1.023
O 2.317 -0.349 -1.236
B 1.152 -0.522 -0.500
O 1.461 -0.975 0.772
C 2.880 -0.869 0.983
C 3.113 0.427 1.759
C 3.359 -2.054 1.806
H 4.989 0.066 -1.681
H 5.419 -0.087 0.031
H 4.296 1.183 -0.502
H 4.053 -2.084 -2.085
H 2.996 -2.881 -0.919
H 4.705 -2.586 -0.514
H 2.740 1.280 1.192
H 4.168 0.569 1.995
H 2.551 0.374 2.692
H 3.067 -2.996 1.345
H 2.908 -2.003 2.797
H 4.445 -2.025 1.915
Cl -0.100 -0.126 -3.620
C -0.440 1.568 -4.057
C 0.043 2.513 -2.931
O 0.316 3.649 -3.242
O 0.094 1.984 -1.754
H -1.515 1.674 -4.173
H 0.064 1.815 -4.985
C -2.996 2.265 3.404
C -1.735 1.399 3.287
C -0.527 2.169 3.840
C -1.917 0.091 4.070
C -1.485 1.076 1.875
C -1.278 0.808 0.704
H -3.201 2.500 4.451
H -3.859 1.742 2.989
H -2.865 3.199 2.856
H -0.719 2.495 4.865
H -0.317 3.044 3.225
H 0.357 1.532 3.833
H -2.029 0.300 5.137
H -1.051 -0.554 3.923
H -2.801 -0.444 3.721
```

Properties
E_HOMO (spin up / spin down): -6.6 / -7.8 eV
gap between HOMO and LUMO (spin up / spin down): 0.2167 / 0.2607 Eh
multiplicity: 2
ΔE to the lowest compared entry with this formula, charge and spin: 7.95 kcal/mol
electronic energy: -2545.61262 a.u.


[11]
DFT (wB97M-V/def2-TZVPD) results for a molecular structure, C2Br4S2 at a distorted geometry.

Structure (XYZ):
```
8
C2Br4S2 (wB97M-V/def2-TZVPD)
C 0.107 -1.101 0.509
C -0.060 1.176 -0.768
S 1.025 0.375 1.067
S -0.745 -0.469 -1.023
Br 1.114 -2.776 0.304
Br -1.240 -1.518 2.127
Br -1.345 2.515 -0.167
Br 1.142 1.798 -2.049
```

Properties
E_HOMO: -9.6 eV
gap between HOMO and LUMO: 0.2844 Eh
multiplicity: 1
ΔE to the lowest compared entry with this formula, charge and spin: 28.08 kcal/mol
electronic energy: -11168.55524 a.u.


[12]
DFT (wB97M-V/def2-TZVPD) results for a gas-phase ion, C9H18BNO2P (charge +1) at a distorted geometry.

Structure (XYZ):
```
32
C9H18BNO2P (wB97M-V/def2-TZVPD)
C 4.738 -1.010 -0.220
O 3.769 -0.476 0.749
B 2.440 -0.246 0.156
O 1.436 0.449 1.036
P 1.834 -0.770 -1.579
C 0.274 -1.917 -1.369
C -0.904 -0.988 -0.692
C -1.475 -1.539 0.742
C -2.010 -0.322 1.756
N -2.338 0.959 1.019
C -1.398 2.106 1.320
C -1.800 3.436 0.440
C -3.102 2.885 -0.395
C -3.398 1.309 -0.003
H 5.123 -0.144 -0.939
H 5.662 -1.408 0.423
H 4.355 -1.960 -0.819
H 1.536 1.448 0.926
H 2.794 -1.477 -2.385
H 1.377 0.368 -2.384
H -0.055 -2.210 -2.475
H 0.531 -2.893 -0.774
H -0.505 0.112 -0.682
H -1.831 -0.996 -1.445
H -0.739 -2.250 1.325
H -2.454 -2.174 0.504
H -3.013 -0.643 2.316
H -1.144 -0.198 2.556
H -0.482 2.062 2.056
H -1.264 4.476 0.424
H -3.746 3.449 -1.196
H -4.211 0.562 -0.392
```

Properties
E_HOMO: -10.3 eV
net charge: +1
gap between HOMO and LUMO: 0.2051 Eh
multiplicity: 1
electronic energy: -924.66733 a.u.